{
  "formula": "C8H16NO",
  "method": "ωB97M-V with the def2-TZVPD basis set",
  "species": ["C", "H", "O", "C", "H", "N", "H", "H", "H", "H", "H", "H", "H", "C", "H", "C", "C", "H", "H", "C", "C", "H", "H", "C", "H", "H"],
  "xyz": [[0.874689, -0.539512, -0.014287], [2.915919, 1.163201, 0.046072], [1.267341, -1.002866, 1.291437], [-0.481588, 1.026292, 0.360944], [-2.451643, 1.661947, -0.017585], [-1.254825, -1.082815, 1.568525], [-1.376762, -2.122873, 1.348312], [1.353675, -2.421984, -0.732286], [1.006754, -1.127199, -1.973195], [2.220096, -1.177724, 1.257000], [-0.316690, -1.045914, 2.064639], [-1.759209, 2.189600, 1.450507], [-1.320289, -0.539954, -1.991529], [-1.586442, 2.026653, 0.451503], [-1.409242, 3.006346, -0.027841], [2.018991, 1.783988, -0.281368], [1.523452, -1.430669, -1.047285], [-1.609398, -2.035530, -1.185331], [2.600497, -1.412277, -1.247138], [0.827287, 0.980037, 0.043880], [-0.745093, -0.464188, 0.138460], [-2.012894, -0.496780, 1.851968], [1.975768, 1.848548, -1.411492], [-1.592574, -0.915407, -1.015766], [2.019107, 2.897354, 0.123232], [-2.686920, -0.768263, -1.051388]],
  "forces_ev_per_angstrom": [[-0.681, -0.431, 1.942], [-0.841, 1.280, -0.487], [0.967, -0.351, 0.172], [-0.219, -0.050, -1.993], [-1.299, -0.742, -0.533], [3.232, -2.146, -3.273], [-0.802, 1.864, 0.917], [-0.695, -1.346, -0.086], [0.377, -0.862, -0.076], [-0.268, -0.047, 0.386], [-1.185, 0.345, 0.154], [-0.870, 0.708, 2.471], [0.746, 0.487, 0.014], [1.895, 0.752, -1.368], [0.385, -0.486, 0.293], [0.289, 1.657, -0.140], [-0.716, 1.727, -1.130], [0.639, 0.891, 0.491], [-0.084, 0.836, 0.449], [-0.585, -0.868, -0.119], [0.838, 1.035, 0.641], [-0.669, -0.209, 0.713], [0.575, 0.037, 1.096], [-1.484, -2.256, -0.792], [0.120, -2.510, -0.690], [0.333, 0.685, 0.949]],
  "nbo_charge": [0.250, 0.234, -0.772, -0.028, 0.225, -0.759, 0.447, 0.233, 0.234, 0.505, 0.485, 0.228, 0.264, -0.664, 0.253, -0.674, -0.669, 0.238, 0.251, 0.067, 0.150, 0.444, 0.255, -0.706, 0.262, 0.252],
  "spin_multiplicity": 1,
  "relative_energy_ev": 2.2292,
  "gap_ha": 0.376,
  "smiles": "CC1=C(C)[C@@](C)(O)[C@@]1(C)[NH3+]",
  "lumo_ev": -2.96,
  "charge": 1
}